1.
ORCA calculation (ωB97M-V with the def2-TZVPD basis set) on a molecular structure, C2H5NS.

```
! RIJCOSX wB97M-V def2-TZVPD def2/J DEFGRID3
* xyz 0 1
C -1.38 0.03 0.07
C -0.01 -0.39 -0.33
H -1.39 -0.08 1.38
H -1.55 1.18 -0.64
H -2.23 -0.90 -0.25
H 0.30 -1.35 -0.25
H 2.96 1.12 0.20
N 0.85 0.57 -0.17
S 2.45 -0.19 -0.02
*
```

Results
Lowest unoccupied orbital energy, eV: 0.69
Total energy, a.u.: -532.005450
Highest occupied orbital energy, eV: -8.82
Relative energy (zero: lowest compared OMol25 entry of this formula, charge and spin), kcal/mol: 86.04
Kohn-Sham gap, hartree: 0.349

Results of the natural (NBO) charge analysis, in e, for atoms 1 through 2:
1. C -0.68
2. C 0.03

---

2.
ORCA calculation (ωB97M-V with the def2-TZVPD basis set) on 2 unconnected molecules or ions with the total composition C2H5NS.

```
! RIJCOSX wB97M-V def2-TZVPD def2/J DEFGRID3
* xyz 0 1
C -0.97 -1.31 -0.25
C 0.52 0.78 0.08
N -0.52 -1.96 -1.44
S -1.95 -0.88 -1.58
H -1.24 -1.68 0.78
H 0.69 1.01 1.09
H -0.02 1.57 -0.49
H 1.30 0.14 -0.49
H 0.40 -1.51 -1.70
*
```

Results
Lowest unoccupied orbital energy (spin up / spin down), eV: 0.27 / 0.28
Total energy, a.u.: -531.945902
Highest occupied orbital energy (spin up / spin down), eV: -8.41 / -7.99
Relative energy (zero: lowest compared OMol25 entry of this formula, charge and spin), kcal/mol: 123.41
Kohn-Sham gap (spin up / spin down), hartree: 0.319 / 0.304

Results of the natural (NBO) charge analysis, in e, for atoms 1 through 2:
1. C -0.18
2. C -0.57

---

3.
ORCA calculation (ωB97M-V with the def2-TZVPD basis set) on a single C2H5NS2 molecule.

```
! RIJCOSX wB97M-V def2-TZVPD def2/J DEFGRID3
* xyz 0 1
N 0.62 1.07 -0.10
C -0.15 0.07 0.66
C -0.64 -1.05 -0.23
S -1.81 -2.10 0.31
S 0.16 -1.30 -1.77
H -0.03 1.89 -0.17
H 1.50 1.34 0.42
H -0.95 0.61 1.16
H 0.46 -0.36 1.44
H 0.85 -0.15 -1.72
*
```

Results
Lowest unoccupied orbital energy, eV: -0.13
Total energy, a.u.: -930.306241
Highest occupied orbital energy, eV: -8.56
Structure (SMILES): NCC(=S)S
Relative energy (zero: lowest compared OMol25 entry of this formula, charge and spin), kcal/mol: 20.84
Kohn-Sham gap, hartree: 0.310

Results of the natural (NBO) charge analysis, in e, for atoms 1 through 2:
1. N -0.86
2. C -0.32

---

4.
ORCA calculation (ωB97M-V with the def2-TZVPD basis set) on a molecular structure, C2H5NS2.

```
! RIJCOSX wB97M-V def2-TZVPD def2/J DEFGRID3
* xyz 0 1
C -1.58 -1.02 0.20
C 1.78 0.77 -0.10
H -2.70 -0.96 0.98
H -0.25 -0.97 0.39
H -1.73 -2.23 -0.71
H 0.30 1.97 0.55
H 2.33 1.66 0.52
N 0.39 1.11 -0.23
S -1.02 0.33 -1.01
S 2.47 -0.67 -0.60
*
```

Results
Lowest unoccupied orbital energy, eV: -0.04
Total energy, a.u.: -930.112864
Highest occupied orbital energy, eV: -8.79
Relative energy (zero: lowest compared OMol25 entry of this formula, charge and spin), kcal/mol: 142.19
Kohn-Sham gap, hartree: 0.322

Results of the natural (NBO) charge analysis, in e, for atoms 1 through 2:
1. C -0.88
2. C -0.10